Record 1
{
  "formula": "C34H34F42N10O29S14",
  "method": "wB97M-V/def2-TZVPD",
  "gap_ha": 0.1505,
  "total_charge": -4,
  "lumo_energy_ev": 2.7,
  "symbols": ["C", "C", "N", "C", "C", "C", "C", "C", "O", "C", "H", "H", "H", "H", "H", "H", "H", "H", "H", "H", "H", "H", "H", "H", "H", "H", "H", "H", "H", "H", "C", "N", "C", "C", "C", "C", "C", "C", "C", "C", "N", "C", "C", "C", "H", "H", "H", "H", "H", "H", "H", "H", "H", "H", "H", "H", "H", "H", "C", "F", "F", "F", "S", "O", "O", "N", "S", "O", "O", "C", "F", "F", "F", "C", "F", "F", "F", "S", "O", "O", "N", "S", "O", "O", "C", "F", "F", "F", "C", "F", "F", "F", "S", "O", "O", "N", "S", "O", "O", "C", "F", "F", "F", "C", "F", "F", "F", "S", "O", "O", "N", "S", "O", "O", "C", "F", "F", "F", "C", "F", "F", "F", "S", "O", "O", "N", "S", "O", "O", "C", "F", "F", "F", "C", "F", "F", "F", "S", "O", "O", "N", "S", "O", "O", "C", "F", "F", "F", "C", "F", "F", "F", "S", "O", "O", "N", "S", "O", "O", "C", "F", "F", "F"],
  "xyz": [[2.259998, 0.659728, -1.140078], [2.288428, 0.522528, 0.426742], [0.884138, 0.333338, 1.170222], [0.295498, -1.002722, 0.627652], [1.200748, 0.153308, 2.721032], [1.842248, 1.360788, 3.374872], [-0.071842, 1.518048, 0.862942], [-1.372482, 1.691208, 1.760042], [-2.135712, 0.469428, 1.661942], [-3.413312, 0.406928, 2.289102], [3.194318, 0.983508, -1.598678], [1.483968, 1.349908, -1.471008], [1.948018, -0.328982, -1.476568], [2.854838, 1.250788, 1.007202], [2.891238, -0.342902, 0.701962], [-0.015922, -0.728132, -0.380168], [-0.600192, -1.211182, 1.212772], [0.958708, -1.862822, 0.719792], [1.805898, -0.737622, 2.888812], [0.257988, -0.115402, 3.197582], [2.029478, 1.191508, 4.435252], [1.251488, 2.261838, 3.209982], [2.840768, 1.345908, 2.938032], [-0.413542, 1.248448, -0.136388], [0.604918, 2.371808, 0.828312], [-2.001642, 2.547258, 1.516252], [-1.027572, 1.958048, 2.759012], [-4.130962, 0.861018, 1.605812], [-3.421782, 0.888778, 3.266772], [-3.624412, -0.652212, 2.436622], [1.533778, -5.020052, -4.361328], [0.535338, -4.871962, -3.247778], [0.883268, -5.139142, -1.946738], [-0.035782, -4.890192, -0.919708], [-1.315592, -4.345442, -1.207558], [-1.629942, -4.071452, -2.561458], [-0.706522, -4.387542, -3.591858], [-2.276082, -3.966462, -0.101018], [-2.375842, -4.696862, 1.067812], [-3.348562, -4.511282, 2.037372], [-4.150522, -3.396992, 1.904952], [-4.076642, -2.680802, 0.797382], [-3.163312, -2.880842, -0.273788], [-5.170552, -3.164102, 2.942102], [2.109608, -5.935782, -4.227338], [2.136168, -4.115012, -4.439658], [1.053508, -5.175692, -5.327358], [1.898698, -5.494242, -1.850708], [0.240328, -4.924182, 0.123852], [-2.558562, -3.649002, -2.915868], [-0.894262, -4.049392, -4.600228], [-1.728972, -5.542112, 1.250922], [-3.464802, -5.153572, 2.897812], [-4.700552, -1.799932, 0.831882], [-3.052352, -2.259202, -1.149938], [-5.997622, -2.568362, 2.555902], [-4.566782, -2.628142, 3.674432], [-5.452432, -4.155572, 3.296552], [3.632628, -2.439882, 5.200662], [3.099738, -3.619502, 4.831462], [2.609118, -1.678572, 5.519642], [4.375768, -2.678552, 6.319492], [4.687328, -1.610852, 3.805392], [4.660048, -0.183602, 4.169002], [5.982418, -2.205592, 4.044272], [3.853408, -1.894742, 2.292532], [4.713108, -3.016992, 1.754472], [6.115208, -2.707352, 1.370962], [4.640598, -4.273242, 2.521122], [3.795478, -3.499752, 0.155822], [4.600968, -4.223892, -0.625268], [2.655008, -4.179982, 0.402722], [3.325998, -2.399602, -0.587698], [-0.238162, -4.955082, -8.294178], [-0.214182, -5.763512, -7.212678], [1.026888, -4.782422, -8.701068], [-1.112732, -5.445312, -9.175898], [-0.936112, -3.183502, -7.800538], [-0.847012, -2.361462, -8.990838], [-2.357092, -3.467502, -7.408898], [0.179488, -2.856202, -6.460758], [-0.175392, -1.446692, -6.244088], [0.390988, -0.505292, -7.177528], [-1.581792, -1.172692, -5.806368], [0.829438, -0.981322, -4.658208], [0.239578, -1.423072, -3.546208], [2.038848, -1.507832, -4.712198], [0.912438, 0.325578, -4.548408], [1.785278, 9.229698, 4.600502], [1.147398, 10.299538, 5.022562], [2.802648, 8.942628, 5.396232], [0.861898, 8.251308, 4.701432], [2.422788, 9.433448, 2.778602], [1.541778, 10.356118, 1.959102], [3.769538, 9.941738, 2.940522], [2.687368, 7.798398, 2.109522], [1.227238, 7.141578, 1.802842], [0.026018, 7.852058, 2.255732], [1.208738, 6.587128, 0.487612], [1.289998, 5.480298, 2.846992], [0.321288, 4.655858, 2.414242], [2.439408, 4.825618, 2.608142], [1.184328, 5.751848, 4.159172], [-6.910922, 0.249648, 0.268502], [-8.220452, 0.653268, 0.324722], [-6.181382, 1.352148, 0.187352], [-6.557132, -0.538982, 1.274602], [-6.519882, -0.748602, -1.371538], [-6.836672, -2.124472, -1.037438], [-7.473652, -0.198852, -2.323658], [-4.748312, -0.611632, -1.603158], [-4.618372, 0.558578, -2.624488], [-5.278472, 0.312088, -3.925758], [-4.696552, 1.938658, -2.104098], [-2.686962, 0.180668, -3.010138], [-2.557932, -1.095832, -3.414618], [-2.477882, 1.127678, -4.043028], [-1.934172, 0.494538, -1.997988], [-3.341012, 7.544708, -5.335018], [-4.592502, 7.915328, -5.644738], [-3.160972, 6.372748, -5.951538], [-2.509452, 8.470238, -5.755498], [-3.044912, 7.423268, -3.449278], [-2.435792, 8.638618, -2.924158], [-4.342562, 7.155088, -2.843918], [-1.701762, 6.356858, -3.414348], [-2.083412, 5.337458, -2.410778], [-2.042522, 5.760228, -1.022668], [-3.146462, 4.449888, -2.861538], [-0.579012, 4.217708, -2.521698], [-0.610562, 3.176258, -1.692298], [-0.407442, 3.716688, -3.796898], [0.511148, 4.915418, -2.234168], [-2.393192, -8.280322, 3.470782], [-3.310192, -7.601222, 2.774492], [-2.832912, -8.623182, 4.637292], [-1.968442, -9.388432, 2.857532], [-0.778022, -7.162332, 3.654812], [-0.008102, -7.786192, 4.784142], [-0.152702, -7.246012, 2.370672], [-1.510062, -5.619832, 4.063242], [-0.213012, -4.798582, 4.306872], [0.474388, -5.140932, 5.551062], [0.608538, -4.668012, 3.075012], [-1.007512, -2.988642, 4.615032], [-0.234722, -2.212442, 5.340442], [-1.430272, -2.348412, 3.527032], [-2.111732, -3.185402, 5.373392], [5.237968, 3.783938, -1.687888], [4.667078, 2.664788, -2.190158], [6.502318, 3.509398, -1.389238], [5.359168, 4.688848, -2.643498], [4.240108, 4.563928, -0.160368], [3.902168, 5.913128, -0.494498], [3.040038, 3.746508, 0.103262], [5.411938, 4.684418, 1.105742], [5.456538, 3.289298, 1.796272], [4.699358, 3.330618, 3.054302], [5.200298, 2.128408, 0.924482], [7.257338, 3.138198, 2.377152], [7.752838, 1.894138, 1.942862], [8.012498, 4.096188, 1.826452], [7.308238, 3.291118, 3.698172]],
  "atomic_forces_ev_per_a": [[-1.33, -0.24, 1.55], [0.35, 0.16, 0.25], [1.21, -1.52, 0.73], [-0.56, 1.65, 0.81], [-1.14, -0.15, -0.22], [0.41, -0.76, -0.89], [-0.59, -0.93, -0.10], [1.10, -0.59, -0.17], [0.71, 0.02, 0.46], [0.86, 0.50, -0.55], [0.03, -0.22, 0.56], [0.09, 0.23, 0.05], [0.31, -0.02, -0.51], [-0.54, 0.90, -0.69], [-0.60, -0.49, -0.12], [0.19, -0.60, -0.13], [0.00, 0.13, -0.04], [0.46, 0.50, -0.16], [0.25, 0.09, -0.75], [-0.44, 0.23, -0.35], [-0.35, -0.13, 0.00], [0.46, 0.14, 0.01], [0.09, 1.12, 0.22], [0.05, 0.56, -0.06], [-0.49, 0.34, 0.10], [0.30, 0.11, -0.94], [-0.15, -0.65, 0.57], [-0.32, 0.03, 0.23], [-0.02, 0.17, 0.07], [-0.07, 0.02, -0.01], [-0.18, -0.40, 0.00], [-1.04, 0.17, -0.62], [-1.27, 0.64, -0.77], [-0.25, 0.70, -0.65], [0.47, 0.30, -0.69], [1.13, -1.03, -0.50], [0.44, 0.61, 2.64], [-0.61, 0.95, -1.01], [-0.18, -1.49, 1.14], [0.25, 1.70, -1.18], [0.47, -2.77, -0.75], [0.58, 2.03, -1.49], [0.44, -1.52, 1.76], [1.10, 0.25, -0.09], [0.24, 0.29, 0.51], [0.06, -0.15, 0.24], [-0.47, 0.37, 0.35], [-0.05, 0.03, 0.47], [0.39, -0.52, 0.08], [-0.16, 0.13, 0.30], [0.19, -0.32, -0.32], [0.23, -0.11, -0.08], [0.07, 0.22, -0.02], [-0.14, -0.08, -0.53], [-0.70, 0.38, 0.23], [0.15, -0.19, 0.05], [-0.72, 0.07, 0.60], [-0.27, 0.36, 0.14], [-0.14, -1.57, -0.46], [0.65, 0.47, -0.06], [-0.26, 0.92, 0.31], [-0.36, 0.63, -1.16], [0.49, 3.10, 2.19], [-1.10, -2.28, -1.17], [-1.02, -0.32, -0.77], [0.35, 2.25, 3.58], [4.75, -5.20, -1.67], [-3.06, -0.02, -0.34], [-0.50, 1.19, -1.20], [-0.93, 1.91, -0.46], [-0.56, 0.20, 0.28], [0.67, -0.31, 0.09], [1.13, -1.30, 0.78], [-0.70, 2.47, 1.66], [-0.01, -0.01, -0.53], [-0.84, -0.85, -0.64], [1.33, -0.11, -0.04], [-2.99, -2.05, -0.05], [0.95, -0.81, 1.11], [3.69, 0.04, -0.13], [-1.08, -6.21, -3.52], [-2.61, 9.56, 4.04], [-0.07, -0.41, -0.06], [2.99, -1.09, -1.25], [-1.30, -0.10, -1.16], [-0.30, -0.65, 0.61], [1.12, -0.41, 0.04], [0.10, 0.17, -0.28], [-1.27, -1.34, -1.30], [0.27, 1.41, 0.32], [0.15, 0.14, 0.13], [0.91, 0.13, 0.12], [0.26, -0.09, -3.90], [1.62, -2.70, 2.86], [-0.43, -0.12, 0.73], [-2.35, 3.27, 1.93], [-0.96, -1.17, 0.03], [1.60, -0.65, -0.13], [0.07, 0.05, -0.09], [1.10, 1.45, -1.49], [-0.42, 0.13, 0.72], [-0.55, 0.57, 0.65], [-0.24, -0.83, -0.24], [-0.08, 0.63, -3.27], [1.47, -1.15, 0.49], [-0.08, -0.26, 1.03], [-0.36, 0.41, 0.98], [-0.64, -0.56, -0.35], [1.00, 0.00, 0.71], [1.63, 0.22, 0.89], [-4.89, -1.30, 1.99], [2.14, 3.68, -4.13], [1.12, 0.14, 2.17], [0.09, -2.84, -0.47], [-3.74, 2.94, -2.24], [0.54, 0.93, 0.50], [0.38, -2.54, 1.82], [1.01, -0.53, 0.46], [-0.45, -0.90, 1.10], [0.01, 0.35, 0.32], [0.47, 0.48, 0.12], [0.50, 0.26, -0.90], [1.82, 1.38, 2.09], [-0.89, -0.18, -1.66], [1.10, -0.73, -1.31], [-1.99, 4.35, -3.30], [-0.52, -5.89, 3.70], [-0.43, -0.31, -0.78], [0.27, 0.46, 0.70], [0.54, 0.77, -1.38], [-0.47, -0.27, 0.19], [-0.32, 0.26, 1.02], [0.26, 0.05, 0.03], [3.00, 1.62, -0.15], [-0.25, -0.68, -0.14], [-1.04, -0.15, 1.09], [-0.65, 0.30, -0.49], [-0.03, -1.69, 3.29], [-2.39, 1.45, -2.67], [-0.53, 0.25, -0.65], [0.13, -3.70, -1.04], [3.67, 3.07, 0.11], [-0.99, 1.06, -1.54], [-1.43, 0.24, 2.11], [-0.47, -1.71, 0.86], [0.70, 0.10, -0.47], [0.42, -0.05, -0.45], [-0.41, -0.27, -0.03], [0.00, -0.07, 0.63], [0.14, 0.81, 0.34], [0.26, -0.64, 0.81], [-0.97, 0.51, -0.65], [-1.49, 0.67, 1.72], [1.18, -0.24, -0.74], [2.54, 0.18, -0.61], [-1.58, -0.48, -3.04], [-1.89, -1.90, 2.00], [1.35, -0.56, -1.24], [0.75, 1.11, 0.84], [-0.43, -0.74, -1.31], [-0.45, 2.09, 1.35], [0.22, -0.44, 0.13], [0.51, -0.71, -0.40]]
}



Record 2
{
  "formula": "C5H11NO",
  "method": "wB97M-V/def2-TZVPD",
  "gap_ha": 0.3633,
  "total_charge": 0,
  "lumo_energy_ev": 1.0,
  "smiles": "C=CC=C.NCO",
  "relative_energy_ev": 2.404,
  "symbols": ["C", "C", "C", "C", "H", "H", "H", "H", "H", "H", "N", "C", "O", "H", "H", "H", "H", "H"],
  "xyz": [[-2.358675, 0.641141, 0.058528], [-1.898166, -0.168973, -0.895943], [-1.172065, 0.300955, -2.063213], [-0.723110, -0.521915, -3.017414], [-2.176530, 1.711288, 0.042089], [-2.883529, 0.296211, 0.938591], [-2.128496, -1.229497, -0.857012], [-1.033315, 1.376756, -2.122207], [-0.438891, -0.158233, -3.994865], [-0.820889, -1.591494, -2.873048], [0.588886, 0.015859, 2.090360], [2.021929, -0.095739, 2.179469], [2.623284, -0.111414, 0.888836], [0.383541, 0.748402, 1.415607], [0.244435, -0.827928, 1.652317], [2.400744, 0.781273, 2.712715], [2.239667, -1.003534, 2.747508], [3.555573, -0.326189, 0.961795]],
  "atomic_forces_ev_per_a": [[0.25, 0.07, 0.14], [-0.18, 0.13, 0.52], [0.25, -0.20, -0.36], [-0.77, 0.33, 0.23], [0.06, -0.03, -0.18], [-0.12, -0.22, -0.13], [0.13, -0.03, 0.07], [-0.12, -0.01, -0.25], [0.56, -0.01, 0.16], [-0.05, -0.03, -0.18], [0.47, 0.03, -0.50], [-0.22, 0.38, 0.37], [-0.24, -0.24, -0.28], [-0.14, 0.10, 0.17], [-0.21, -0.16, 0.00], [-0.01, -0.11, 0.18], [0.20, 0.01, -0.05], [0.13, -0.01, 0.09]]
}